# 1
Computed, not measured: an isolated molecule of C5H10O at a distorted geometry, with ωB97M-V/def2-TZVPD.

Summary:
**ΔE to the lowest compared entry with this formula, charge and spin**: 1.558 eV
**Energy**: -7393.207 eV
**Frontier orbital gap**: 10.346 eV
**SMILES string**: CCC(=O)CC

Geometry as ORCA input:
```
! wB97M-V def2-TZVPD RIJCOSX def2/J DEFGRID3
* xyz 0 1
C 2.390 0.396 -0.208
C 1.172 -0.446 0.048
C -0.064 0.369 -0.064
O -0.154 1.552 0.221
C -1.249 -0.363 -0.498
C -2.379 -0.076 0.528
H 2.207 1.375 0.241
H 3.280 -0.061 0.219
H 2.527 0.532 -1.286
H 1.122 -1.364 -0.551
H 1.075 -0.757 1.099
H -1.164 -1.421 -0.761
H -0.861 0.218 -1.469
H -1.903 0.136 1.503
H -2.928 0.822 0.278
H -3.072 -0.913 0.701
*
```

Löwdin population analysis, charges in e, atoms 1 to 5: C -0.0944; C -0.1924; C -0.5582; O 0.0616; C -0.1607

=====

# 2
Computed, not measured: an isolated molecule of C5H10O at a distorted geometry, with ωB97M-V/def2-TZVPD.

Summary:
**ΔE to the lowest compared entry with this formula, charge and spin**: 0.880 eV
**Energy**: -7393.886 eV
**Frontier orbital gap**: 10.663 eV
**SMILES string**: C1CCOCC1

Geometry as ORCA input:
```
! wB97M-V def2-TZVPD RIJCOSX def2/J DEFGRID3
* xyz 0 1
C -0.680 -0.947 -0.177
C 0.241 -0.468 -1.282
C 1.295 0.429 -0.608
O 0.734 1.490 0.174
C 0.002 0.903 1.244
C -1.260 0.125 0.678
H -1.430 -1.563 -0.661
H -0.212 -1.695 0.529
H 0.721 -1.337 -1.795
H -0.183 0.141 -2.087
H 2.013 -0.165 0.065
H 1.921 0.956 -1.394
H -0.159 1.667 2.003
H 0.719 0.176 1.727
H -1.763 -0.410 1.496
H -1.959 0.696 0.088
*
```

Löwdin population analysis, charges in e, atoms 1 to 5: C -0.2635; C -0.1786; C -0.2351; O -0.1585; C -0.1968